[1]
Formula: C16H35BF3GaO10PS2
Source: the Open Molecules 2025 dataset
Level of theory: ωB97M-V/def2-TZVPD

```
69
Properties=species:S:1:pos:R:3
C -1.4903 0.6731 1.3223
C -1.8974 -0.0825 -0.0908
C -0.5728 -0.6538 -0.9249
C -0.5752 -0.0649 -2.4783
C -0.0541 -1.1823 -3.5914
Ga 0.4880 1.7511 -2.6181
C 0.7308 2.1268 -4.6355
C 0.4372 3.6710 -5.1004
O 0.8510 3.7510 -6.5409
C 1.3182 4.8128 -4.3186
F 0.4297 5.7384 -3.5211
F 2.4631 4.2844 -3.5316
F 1.9323 5.7023 -5.3747
B -0.6226 3.1621 -1.5850
C -2.1676 3.6386 -1.9351
O 0.0063 3.7913 -0.3924
P 2.6637 1.4361 -1.7381
C 3.0666 -0.4571 -1.9463
C 2.7259 1.9365 0.1256
C 3.1585 3.5225 0.1990
H -1.4252 -0.0665 2.2447
H -2.1767 1.5964 1.5787
H -0.3957 1.1073 1.1690
H -2.4842 0.6828 -0.7887
H -2.5963 -0.9995 0.2149
H 0.4044 -0.2711 -0.3925
H -0.5982 -1.8224 -0.8642
H -1.7074 0.1581 -2.7619
H 0.3502 -0.6435 -4.5768
H -0.9195 -1.8964 -3.9423
H 0.8821 -1.7742 -3.1658
H 1.7867 1.7197 -5.0114
H -0.0692 1.4484 -5.2040
H -0.7279 3.8629 -5.0982
H 0.2300 4.3504 -7.0495
H -2.3558 3.6064 -3.1051
H -2.2885 4.7269 -1.4900
H -2.8883 2.9291 -1.3315
H -0.3888 4.6912 -0.1958
H 2.3976 -1.1376 -1.2683
H 4.2135 -0.5690 -1.6349
H 2.9082 -0.7309 -3.0881
H 3.5786 1.3315 0.6996
H 1.7011 1.7471 0.6895
H 3.0106 4.1077 -0.8090
H 4.2854 3.5786 0.5474
H 2.5371 4.1332 1.0154
C 0.0157 -2.0864 4.9058
C 1.3795 -1.7865 5.5221
O 2.1978 -1.3679 4.4321
S 1.2669 -0.5987 3.3357
O 1.3855 0.8246 3.5623
O 1.4808 -1.2107 2.0449
O -0.1799 -1.0859 3.9078
H 0.0123 -3.0641 4.4132
H -0.7886 -2.0497 5.6454
H 1.8135 -2.6583 6.0175
H 1.3162 -0.9573 6.2347
C -3.4890 -5.5603 4.4854
C -3.6043 -6.8204 3.6318
O -2.5094 -6.7557 2.7209
S -1.2589 -6.0021 3.4483
O -0.3623 -7.0122 3.9651
O -0.8198 -4.9206 2.5976
O -2.0913 -5.3724 4.7007
H -3.8719 -4.6854 3.9502
H -4.0120 -5.6593 5.4403
H -4.5527 -6.8723 3.0917
H -3.4834 -7.7219 4.2417
```

LUMO energy in eV: 1.58
HOMO-LUMO gap in eV: 4.7
Maximum force in eV/A: 5.3
2S+1: 1
Charge: -1
E_tot in a.u.: -4769.772838


[2]
Formula: C36H19BrCl5F4N3PTi
Source: the Open Molecules 2025 dataset
Level of theory: ωB97M-V/def2-TZVPD

```
70
Properties=species:S:1:pos:R:3
Ti 0.4921 -2.3463 -0.4806
F -0.7575 -3.9530 -7.4802
C -0.7777 -3.2899 -6.3425
C -1.5182 -2.1288 -6.2210
F -2.2086 -1.6714 -7.2496
C -1.5227 -1.4471 -5.0153
F -2.2206 -0.3179 -4.9538
C -0.8211 -1.8896 -3.9047
P -0.9153 -1.0205 -2.2954
C -2.6785 -0.7522 -1.9645
C -3.3891 0.3677 -2.3927
C -4.7326 0.4932 -2.0796
C -5.3790 -0.4980 -1.3519
C -4.6792 -1.6176 -0.9278
C -3.3306 -1.7390 -1.2259
C -0.1958 0.6142 -2.6263
C -0.4751 1.6635 -1.7498
C 0.1649 2.8839 -1.8990
C 1.0972 3.0633 -2.9122
C 1.3882 2.0188 -3.7775
C 0.7465 0.7963 -3.6360
C -0.0709 -3.0561 -4.0644
Br 1.0433 -3.7550 -2.6780
C -0.0437 -3.7463 -5.2583
F 0.6835 -4.8484 -5.3936
H -2.8968 1.1381 -2.9709
H -5.2805 1.3646 -2.4124
H -6.4300 -0.3956 -1.1171
H -5.1795 -2.3922 -0.3620
H -2.7826 -2.6108 -0.8865
H -1.1981 1.5303 -0.9529
H -0.0648 3.6962 -1.2218
H 1.5949 4.0167 -3.0280
H 2.1125 2.1547 -4.5695
H 0.9800 -0.0107 -4.3203
Cl 4.0766 -3.0341 0.7778
C 2.7779 -4.0300 1.3624
C 1.5130 -3.7744 0.8575
C 0.5100 -4.5717 1.3512
Cl -1.1212 -4.2012 0.6975
C 0.6580 -5.5872 2.2803
Cl -0.6678 -6.5225 2.8298
C 1.9531 -5.8112 2.7551
Cl 2.2277 -7.0495 3.9067
C 3.0210 -5.0272 2.2962
Cl 4.6060 -5.3035 2.8874
N 0.6933 2.8277 4.6268
C 1.0797 4.0499 5.1260
C 0.8409 4.6889 6.3396
C 1.3982 5.9409 6.4917
C 2.1664 6.5388 5.4763
C 2.4013 5.9016 4.2790
C 1.8470 4.6310 4.1036
N 1.9233 3.7758 3.0277
C 1.2347 2.7223 3.3700
C 1.0534 1.5707 2.4992
C 0.1719 0.5293 2.7886
C 0.0407 -0.5090 1.8929
N 0.7227 -0.5647 0.7401
C 1.5855 0.4286 0.4706
C 1.7749 1.5004 1.3093
H 0.1658 2.1303 5.1198
H 0.2510 4.2339 7.1239
H 1.2413 6.4796 7.4164
H 2.5805 7.5230 5.6485
H 2.9932 6.3550 3.4959
H -0.4274 0.5182 3.6882
H -0.6461 -1.3250 2.0918
H 2.1304 0.3604 -0.4644
H 2.4685 2.2902 1.0588
```

LUMO energy (alpha / beta) in eV: -3.17 / -3.34
HOMO-LUMO gap (alpha / beta) in eV: 7.3 / 7.4
Maximum force in eV/A: 0.5
2S+1: 3
Charge: +1
E_tot in a.u.: -8012.606295


[3]
Formula: C9H14FN2O2S
Source: the Open Molecules 2025 dataset
Level of theory: ωB97M-V/def2-TZVPD

```
29
Properties=species:S:1:pos:R:3
C 0.7729 -1.3965 2.0263
C -0.5956 -1.8122 1.4382
C -0.4471 -2.9735 0.4576
C -1.4203 -0.6169 0.8923
C -1.3768 -0.4144 -0.6157
C -2.0566 0.8721 -1.0497
N -1.0834 1.9192 -0.7354
C 0.1600 1.5375 -0.7740
C 1.2450 2.5266 -0.4121
O 1.0825 3.1285 0.6188
N 2.2580 2.7938 -1.3200
C 2.8464 1.7215 -2.0683
O 2.8761 1.6338 -3.2352
F 3.3969 0.8232 -1.2503
S 0.3987 -0.1003 -1.1061
H 0.8915 -0.3148 2.0773
H 1.6013 -1.8170 1.4568
H 0.8700 -1.7713 3.0442
H -1.1802 -2.2033 2.2713
H -1.4006 -3.4381 0.2071
H 0.1597 -3.7457 0.9310
H 0.0757 -2.7074 -0.4621
H -2.4670 -0.7481 1.1793
H -1.0911 0.2953 1.3949
H -1.8032 -1.2719 -1.1270
H -2.4124 0.9142 -2.0779
H -2.9440 1.0081 -0.4242
H -1.3486 2.8763 -0.5359
H 2.9923 3.2813 -0.8010
```

LUMO energy in eV: -4.98
HOMO-LUMO gap in eV: 9.3
Relative energy (zero: lowest compared OMol25 entry of this formula, charge and spin) in kcal/mol: 0.0
Maximum force in eV/A: 1.2
2S+1: 1
Charge: +1
E_tot in a.u.: -1109.144875


[4]
Formula: C3H2N2O3PS
Source: the Open Molecules 2025 dataset
Level of theory: ωB97M-V/def2-TZVPD

```
12
Properties=species:S:1:pos:R:3
C 1.4472 -0.9193 -0.9020
C 0.3355 1.9530 -1.3262
C 0.4634 -0.3839 -0.0618
N 2.3305 -1.2634 -1.5463
N 0.7521 2.6534 -2.1201
O -0.6148 -2.2492 1.5577
O -0.7242 0.0990 1.9180
O 1.4552 -1.0692 2.2540
P 0.0005 1.2111 0.3268
S 0.1894 -1.0680 1.5402
H -2.2142 0.5513 -0.2984
H -3.4206 0.4851 -1.3419
```

LUMO energy (alpha / beta) in eV: 2.77 / -0.13
HOMO-LUMO gap (alpha / beta) in eV: 7.3 / 6.2
Relative energy (zero: lowest compared OMol25 entry of this formula, charge and spin) in kcal/mol: 37.1
Maximum force in eV/A: 3.5
2S+1: 3
Charge: -1
E_tot in a.u.: -1190.098685